Entry from the Open Molecules 2025 dataset: C46H50AsCsN8O6STe as an isolated structure (ωB97M-V with the def2-TZVPD basis set).

Structure (XYZ):
```
114
C46H50AsCsN8O6STe (ωB97M-V with the def2-TZVPD basis set)
Cs -0.2823 0.0048 -0.4939
O 6.2791 4.3683 2.9398
N 5.2813 4.4940 3.6277
O 5.2368 5.2142 4.6108
C 4.0475 3.7836 3.2215
C 2.9460 4.0909 3.9381
C 1.6864 3.5036 3.6351
C 0.5240 3.7925 4.3769
C -0.6445 3.1849 4.0210
C -0.6492 2.3003 2.9229
N 0.4251 2.0175 2.2136
C 1.5828 2.6062 2.5662
C 2.7757 2.2654 1.8056
N 2.6074 1.3713 0.8152
C 3.6589 0.9876 0.1359
C 4.9488 1.4725 0.3849
C 5.1378 2.4003 1.3720
C 4.0293 2.8375 2.1279
H 3.0208 4.7973 4.7515
H 0.5757 4.4827 5.2113
H -1.5698 3.3662 4.5511
H -1.5780 1.8170 2.5967
H 3.4889 0.2494 -0.6397
H 5.7816 1.1059 -0.2002
H 6.1229 2.7832 1.5743
O -2.2271 4.2753 -4.5682
C -1.3385 4.9340 -3.8657
O -1.1424 6.1276 -4.0077
C -0.5704 4.1694 -2.8427
C 0.2115 4.8024 -1.9049
N 0.7218 3.8416 -1.1135
N 0.3385 2.6173 -1.4847
C -0.4515 2.7836 -2.5350
C -1.0885 1.5752 -3.2404
O -2.0846 1.8408 -3.9565
O -0.5634 0.4696 -3.0305
H -2.2588 3.2797 -4.2861
H 0.4076 5.8517 -1.7678
H 1.2922 3.9348 -0.2905
N -0.8899 -1.0829 2.5597
H -1.7024 -0.4702 2.5552
H -0.1917 -0.7267 3.2000
H -1.1883 -1.9931 2.8868
C -0.0492 -2.9080 -4.1175
C 1.1531 -3.3251 -3.2756
As 1.9711 -1.7827 -2.3632
C 3.7139 -2.6053 -1.9213
C 4.5182 -3.2422 -3.0458
C 2.4876 -0.7310 -3.9482
C 3.3794 0.4410 -3.5553
H -0.6120 -3.7794 -4.4635
H 0.2607 -2.3423 -4.9985
H -0.7286 -2.2657 -3.5582
H 1.9015 -3.8225 -3.8942
H 0.8531 -4.0118 -2.4818
H 3.4917 -3.3191 -1.1244
H 4.3009 -1.8259 -1.4268
H 4.0027 -4.1004 -3.4776
H 5.4859 -3.5997 -2.6828
H 4.7138 -2.5346 -3.8551
H 1.5495 -0.3608 -4.3643
H 2.9617 -1.3688 -4.6990
H 2.8611 1.0905 -2.8454
H 3.6525 1.0538 -4.4180
H 4.3099 0.1051 -3.0868
C -1.3614 -5.8899 1.6867
C -1.5778 -4.8694 0.6197
C -2.6265 -4.6474 -0.2466
C -2.2761 -3.4774 -0.9633
N -1.0947 -3.0381 -0.5639
N -0.6822 -3.8918 0.3820
C -3.0541 -2.7210 -1.9930
H -1.9902 -6.7624 1.5132
H -1.6062 -5.4841 2.6702
H -0.3200 -6.2118 1.7145
H -3.5281 -5.2339 -0.3244
H 0.1788 -3.6870 0.9002
H -3.1694 -3.2905 -2.9177
H -2.5589 -1.7793 -2.2414
H -4.0537 -2.4836 -1.6229
C -5.9106 4.4401 -1.8983
C -6.3076 3.3368 -1.1483
C -5.4016 2.6723 -0.3384
C -4.0745 3.1017 -0.2529
C -3.6934 4.2123 -1.0026
C -4.5958 4.8754 -1.8244
C -3.0779 2.3893 0.5874
C -3.2564 1.3040 1.3192
C -4.1058 0.3751 1.9044
C -4.7858 0.6291 3.1355
C -5.5129 -0.3537 3.7786
C -5.6349 -1.6423 3.2587
C -4.9971 -1.9084 2.0456
C -4.2667 -0.9454 1.3797
H -6.6171 4.9453 -2.5461
H -7.3310 2.9835 -1.2067
H -5.7012 1.8033 0.2360
H -2.6614 4.5449 -0.9572
H -4.2605 5.7154 -2.4211
H -2.0805 2.8532 0.5343
H -4.7101 1.6170 3.5765
H -5.9998 -0.1023 4.7163
H -6.1987 -2.4076 3.7765
H -5.0579 -2.8987 1.6044
H -3.7592 -1.2058 0.4576
Te 2.3213 -2.7093 2.1946
C 3.8043 -4.2095 2.3398
C 3.6651 -5.5734 2.3875
C 4.8993 -6.2777 2.4989
C 5.9793 -5.4472 2.5342
S 5.4737 -3.8095 2.4289
H 2.6956 -6.0505 2.3484
H 4.9772 -7.3563 2.5517
H 7.0179 -5.7256 2.6173
```

Output
- ΔE to the lowest compared entry with this formula, charge and spin (kcal/mol) = 0.4
- highest occupied orbital energy (eV) = -1.229
- DFT total energy (eV) = -152234.379
- LUMO level (Ha) = 0.0847
- charge = -2

***

Entry from the Open Molecules 2025 dataset: a 8-piece molecular cluster, C46H50BrF9PS overall (ωB97M-V with the def2-TZVPD basis set).

Structure (XYZ):
```
108
C46H50BrF9PS (ωB97M-V with the def2-TZVPD basis set)
F 4.2127 -1.8007 3.7186
C 3.6349 -1.8930 2.4760
F 3.1547 -3.1666 2.3758
C 4.6116 -1.5539 1.3723
C 5.4140 -2.7693 0.8776
P 4.6320 -3.4711 -0.7031
Br 3.6118 -4.2030 -2.8243
C 2.3109 -1.0626 2.5382
F 1.6227 -1.2817 1.4215
F 1.5721 -1.4596 3.5734
S 2.4589 0.8371 2.6640
F 2.0480 0.8264 4.2170
F 3.9846 0.8150 3.0979
F 2.8613 0.9399 1.1341
F 0.9069 0.9530 2.2906
F 2.4943 2.4290 2.7343
H 4.0714 -1.1424 0.5125
H 5.2757 -0.7879 1.7791
H 6.4158 -2.4185 0.6033
H 5.5369 -3.5229 1.6620
H 5.8923 -3.9574 -1.2254
H 4.8591 -2.1763 -1.3562
H 3.2984 -3.0230 -0.3272
H 4.3318 -4.7846 -0.1624
C -1.9950 3.5444 -0.2769
C -2.3466 4.8821 -0.1416
C -1.5918 5.7181 0.6710
C -0.4804 5.2222 1.3398
C -0.1309 3.8880 1.2002
C -0.8873 3.0494 0.3959
H -2.5872 2.8855 -0.9004
H -3.2142 5.2691 -0.6613
H -1.8731 6.7564 0.7926
H 0.1038 5.8723 1.9796
H 0.7228 3.4840 1.7248
H -0.6158 2.0052 0.3014
C -4.4648 7.0492 5.5557
C -3.7587 5.9688 6.0666
C -3.0859 5.1100 5.2079
C -3.1114 5.3342 3.8382
C -3.8153 6.4167 3.3285
C -4.4951 7.2715 4.1857
H -4.9926 7.7170 6.2249
H -3.7348 5.7937 7.1347
H -2.5424 4.2618 5.6046
H -2.5843 4.6647 3.1708
H -3.8373 6.5907 2.2609
H -5.0481 8.1124 3.7860
C -1.4836 0.2059 -2.4401
C -1.3640 -1.1745 -2.3528
C -2.1890 -1.9875 -3.1170
C -3.1243 -1.4210 -3.9738
C -3.2403 -0.0404 -4.0617
C -2.4213 0.7736 -3.2916
H -0.8366 0.8405 -1.8476
H -0.6249 -1.6163 -1.6973
H -2.0954 -3.0636 -3.0481
H -3.7618 -2.0550 -4.5785
H -3.9668 0.4006 -4.7328
H -2.5082 1.8511 -3.3609
C -2.7592 -6.5019 -5.6023
C -2.1023 -6.9950 -6.7209
C -1.3352 -6.1436 -7.5039
C -1.2288 -4.8002 -7.1724
C -1.8865 -4.3061 -6.0552
C -2.6511 -5.1583 -5.2706
H -3.3515 -7.1656 -4.9855
H -2.1799 -8.0442 -6.9764
H -0.8197 -6.5263 -8.3760
H -0.6272 -4.1377 -7.7819
H -1.8048 -3.2583 -5.7974
H -3.1655 -4.7757 -4.3977
C -2.9490 1.5876 3.0940
C -2.6893 1.3477 4.4362
C -3.7082 0.9135 5.2728
C -4.9854 0.7167 4.7655
C -5.2436 0.9543 3.4224
C -4.2252 1.3911 2.5865
H -2.1551 1.9300 2.4426
H -1.6905 1.4968 4.8279
H -3.5064 0.7263 6.3199
H -5.7798 0.3755 5.4173
H -6.2392 0.7981 3.0268
H -4.4246 1.5808 1.5393
C 2.3261 -6.7259 -8.0360
C 2.1868 -8.0546 -8.4112
C 3.2812 -8.7598 -8.8929
C 4.5167 -8.1358 -8.9944
C 4.6571 -6.8079 -8.6145
C 3.5619 -6.1022 -8.1366
H 1.4751 -6.1773 -7.6560
H 1.2241 -8.5430 -8.3217
H 3.1725 -9.7972 -9.1835
H 5.3729 -8.6870 -9.3624
H 5.6232 -6.3247 -8.6818
H 3.6729 -5.0706 -7.8297
C 2.4247 3.8700 5.6039
C 3.3480 4.1267 6.6078
C 3.3634 5.3638 7.2383
C 2.4494 6.3425 6.8714
C 1.5206 6.0852 5.8719
C 1.5111 4.8504 5.2384
H 2.3991 2.9114 5.1111
H 4.0563 3.3611 6.8980
H 4.0871 5.5650 8.0180
H 2.4595 7.3056 7.3661
H 0.8020 6.8445 5.5892
H 0.7860 4.6477 4.4586
```

Output
- highest occupied orbital energy (eV) = -4.449
- DFT total energy (eV) = -163135.433
- LUMO level (Ha) = 0.0743
- charge = -1

***

Entry from the Open Molecules 2025 dataset: C46H50FIN9O2PRe as an isolated structure (ωB97M-V with the def2-TZVPD basis set).

Structure (XYZ):
```
111
C46H50FIN9O2PRe (ωB97M-V with the def2-TZVPD basis set)
Re 1.1164 0.8417 0.1170
C 3.9966 -2.5514 0.4090
C 5.2512 -2.0526 0.0715
C 5.3633 -0.7323 -0.2866
C 4.2329 0.1012 -0.3045
N 3.0244 -0.3902 0.0306
C 2.9320 -1.6855 0.3735
N 4.4884 1.3952 -0.7107
C 3.6428 2.3577 -0.7396
N 2.3094 2.3607 -0.4132
C 1.7814 3.6463 -0.5903
N 0.5858 4.0864 -0.4348
C -0.5045 3.3257 -0.0289
C -1.7646 3.8153 -0.1183
C -2.8851 2.9258 0.1207
C -2.7394 1.6771 0.5864
C -1.3756 1.2349 1.0263
N -0.3335 2.0141 0.3735
C 2.8799 4.5070 -1.0771
C 2.8945 5.8413 -1.4369
C 4.0911 6.3594 -1.9154
C 5.2303 5.5617 -2.0286
C 5.2059 4.2221 -1.6618
C 4.0109 3.7173 -1.1856
H 3.8482 -3.5835 0.6926
H 6.1237 -2.6930 0.0834
H 6.3074 -0.2893 -0.5663
H 1.9365 -2.0125 0.6373
H -1.9150 4.8272 -0.4626
H -3.8802 3.2964 -0.0984
H -3.5962 1.0508 0.7886
H -1.3007 1.4118 2.1162
H 2.0003 6.4448 -1.3551
H 4.1413 7.3976 -2.2177
H 6.1437 5.9960 -2.4143
H 6.0779 3.5873 -1.7468
I 2.7673 5.3652 -5.7567
C 2.4023 3.5704 -4.7542
C 1.2149 3.4105 -4.0546
C 0.9839 2.2203 -3.3817
C 1.9230 1.1967 -3.4222
C 3.0988 1.3648 -4.1429
C 3.3511 2.5588 -4.8006
C 1.6977 -0.0871 -2.6796
O 2.1973 -1.1303 -3.0341
O 0.8164 -0.0065 -1.6893
H 0.4848 4.2072 -4.0192
H 0.0765 2.0908 -2.8032
H 3.8201 0.5584 -4.1647
H 4.2783 2.7023 -5.3383
F 2.4856 0.8831 6.2274
C 2.2051 0.8589 4.9033
C 2.4799 1.9721 4.1388
C 2.1878 1.9283 2.7797
C 1.6180 0.7997 2.1736
C 1.3562 -0.2929 3.0042
C 1.6478 -0.2814 4.3618
H 2.9160 2.8487 4.5997
H 2.4113 2.8075 2.1858
H 0.8967 -1.1795 2.5817
H 1.4466 -1.1343 4.9981
N -0.8133 -0.1125 0.7588
P -1.7428 -1.3977 0.7110
N -2.5774 -1.6106 2.1255
C -3.7275 -2.5173 2.3173
C -3.6638 -3.2303 3.6633
C -3.6935 -2.2232 4.8219
C -2.9672 -0.9250 4.4333
C -1.9114 -1.1982 3.3754
N -0.7579 -2.7208 0.4904
C 0.0595 -2.9533 -0.7108
C -0.6126 -3.9062 -1.6944
C -0.9679 -5.2263 -1.0164
C -1.7784 -4.9711 0.2521
C -1.0401 -3.9905 1.1597
N -2.9192 -1.3030 -0.4670
C -4.3679 -1.1744 -0.2592
C -4.9993 -0.2813 -1.3189
C -4.7873 -0.8463 -2.7226
C -3.3469 -1.3688 -2.8886
C -2.4353 -0.8486 -1.7869
H -3.7688 -3.2394 1.5005
H -4.6625 -1.9492 2.2868
H -2.7615 -3.8413 3.7255
H -4.5063 -3.9208 3.7272
H -3.2174 -2.6699 5.6967
H -4.7244 -2.0044 5.1059
H -2.5027 -0.4615 5.3041
H -3.6720 -0.1958 4.0250
H -1.2222 -1.9795 3.7261
H -1.3063 -0.3180 3.1803
H 0.9945 -3.4189 -0.3786
H 0.3255 -2.0112 -1.1788
H 0.0607 -4.0675 -2.5390
H -1.5197 -3.4424 -2.0868
H -0.0449 -5.7526 -0.7471
H -1.5154 -5.8787 -1.6994
H -1.9626 -5.9041 0.7911
H -2.7529 -4.5472 -0.0156
H -0.0735 -4.4266 1.4420
H -1.5834 -3.8110 2.0814
H -4.5681 -0.7531 0.7275
H -4.8468 -2.1617 -0.2903
H -4.5644 0.7174 -1.2433
H -6.0644 -0.1820 -1.1010
H -5.0067 -0.0753 -3.4627
H -5.4975 -1.6573 -2.8984
H -2.9328 -1.0774 -3.8549
H -3.3411 -2.4604 -2.8599
H -2.3816 0.2463 -1.8144
H -1.4154 -1.1947 -1.9392
```

Output
- 2S+1 = 2
- ΔE to the lowest compared entry with this formula, charge and spin (kcal/mol) = 6.6
- highest occupied orbital energy (spin up / spin down) (eV) = -6.679 / -7.152
- DFT total energy (eV) = -88259.958
- LUMO level (spin up / spin down) (Ha) = -0.0252 / -0.0216
- expectation value of S² = 0.7592
- charge = 0

***

Entry from the Open Molecules 2025 dataset: C46H51AsN5O2STi as an isolated structure (ωB97M-V with the def2-TZVPD basis set).

Structure (XYZ):
```
107
C46H51AsN5O2STi (ωB97M-V with the def2-TZVPD basis set)
Ti -0.0495 0.6618 0.4034
C -2.4092 7.6002 1.0387
C -2.1755 6.1181 0.8881
C -3.2309 5.2163 0.8969
C -3.0813 3.8140 0.7785
C -4.2440 3.0403 0.9724
N -4.4974 1.7109 0.7089
C -4.1390 1.0543 -0.5412
C -4.4474 1.9155 -1.7650
C -3.9445 1.2861 -3.0475
N -2.4866 1.2799 -3.0945
C -1.8196 0.9182 -4.1504
C -0.4324 0.6915 -4.1906
C 0.1466 0.1954 -5.3832
C 1.4487 -0.2112 -5.4449
C 2.0688 -0.7494 -6.7079
C 2.1938 -0.1430 -4.2483
C 1.6895 0.3215 -3.0606
C 2.5703 0.3084 -1.8986
N 2.2567 0.5337 -0.6871
C 3.3971 0.4639 0.2397
C 3.0796 1.1415 1.5518
C 2.5377 2.5399 1.3627
N 1.1300 2.5610 0.9286
C 0.6755 3.7570 0.8370
C -0.6801 4.2181 0.6752
C -0.8984 5.6037 0.7980
C -1.7419 3.3041 0.5786
O -1.5152 2.0445 0.3841
C 0.3431 0.8228 -2.9897
O -0.1396 1.3419 -1.9406
H -3.4489 7.8551 0.8345
H -1.7807 8.1714 0.3550
H -2.1778 7.9300 2.0537
H -4.2422 5.5932 1.0142
H -5.0792 3.5633 1.4259
H -5.3995 1.4241 1.0489
H -4.7169 0.1281 -0.5923
H -3.0898 0.7700 -0.5195
H -3.9997 2.9052 -1.6436
H -5.5273 2.0604 -1.8510
H -4.3167 1.8366 -3.9143
H -4.3086 0.2565 -3.1223
H -1.9122 1.4234 -2.2492
H -2.4075 0.7302 -5.0470
H -0.4815 0.1235 -6.2665
H 1.3768 -0.6689 -7.5450
H 2.3417 -1.8005 -6.5960
H 2.9753 -0.2000 -6.9674
H 3.2228 -0.4944 -4.2566
H 3.6170 0.0704 -2.1299
H 4.2770 0.9345 -0.2144
H 3.6614 -0.5802 0.4156
H 3.9955 1.1918 2.1446
H 2.3483 0.5529 2.1167
H 3.1607 3.0910 0.6480
H 2.6065 3.0636 2.3204
H 1.3943 4.5702 0.9946
H -0.0383 6.2641 0.8462
S -0.9599 -1.1925 -0.9464
C -1.1463 -2.6596 0.0186
C -2.3466 -3.3670 -0.0418
C -2.5183 -4.5447 0.6671
C -1.4837 -5.0424 1.4452
C -0.2788 -4.3562 1.4966
C -0.0948 -3.1717 0.7901
As 1.5702 -2.1434 0.8197
C 2.5054 -3.0427 2.2858
C 2.6758 -2.2901 3.4453
C 3.3434 -2.8133 4.5469
C 3.8609 -4.0975 4.4895
C 3.7111 -4.8525 3.3309
C 3.0426 -4.3281 2.2361
C 2.5138 -2.9503 -0.6994
C 1.8255 -3.2132 -1.8829
C 2.5130 -3.6065 -3.0232
C 3.8952 -3.7374 -2.9986
C 4.5901 -3.4730 -1.8265
C 3.9028 -3.0765 -0.6861
H -3.1514 -2.9698 -0.6479
H -3.4633 -5.0709 0.6139
H -1.6101 -5.9580 2.0082
H 0.5227 -4.7446 2.1121
H 2.2681 -1.2882 3.4913
H 3.4606 -2.2181 5.4435
H 4.3840 -4.5109 5.3423
H 4.1197 -5.8543 3.2837
H 2.9403 -4.9215 1.3350
H 0.7484 -3.0995 -1.9122
H 1.9658 -3.8110 -3.9354
H 4.4286 -4.0505 -3.8872
H 5.6675 -3.5783 -1.7951
H 4.4501 -2.8797 0.2291
C -0.5257 -0.7964 4.1593
C -1.2927 -0.0296 3.0777
C -2.5250 -0.8408 2.6619
C -1.7286 1.3375 3.6176
N -0.4455 0.1606 1.9269
H -1.1868 -1.0629 4.9867
H 0.2877 -0.1811 4.5541
H -0.1073 -1.7152 3.7431
H -3.2531 -0.8612 3.4763
H -2.2417 -1.8653 2.4132
H -2.9842 -0.3780 1.7882
H -2.2737 1.2136 4.5560
H -2.3774 1.8397 2.8988
H -0.8537 1.9660 3.7958
```

Output
- 2S+1 = 2
- ΔE to the lowest compared entry with this formula, charge and spin (kcal/mol) = 13.4
- highest occupied orbital energy (spin up / spin down) (eV) = -5.398 / -7.085
- DFT total energy (eV) = -154866.641
- LUMO level (spin up / spin down) (Ha) = -0.0139 / -0.0139
- expectation value of S² = 0.7910
- charge = 0